The following is a DFT calculation (ωB97M-V/def2-TZVPD) of a 12-piece molecular cluster, C62H145O38P7S5 overall in a non-equilibrium geometry.

```
! RIJCOSX wB97M-V def2-TZVPD def2/J DEFGRID3
* xyz 0 1
C 2.07611 0.30279 0.12326
C 0.83540 -0.44712 -0.49453
C -0.43943 0.41935 -0.48701
S 0.07040 2.05331 0.26356
O -0.87299 2.46110 1.28111
O 0.47910 2.97768 -0.80798
C 1.67429 1.37765 1.03969
H 2.40674 0.86176 -0.75214
H 2.91410 -0.33728 0.39928
H 0.66291 -1.29257 0.17150
H 1.12023 -0.92864 -1.43000
H -1.06147 -0.01287 0.29679
H -1.05168 0.55696 -1.37825
H 1.21818 0.92239 1.91877
H 2.35914 2.20098 1.24275
C -4.58407 2.68938 0.81730
C -4.44622 1.13972 0.81452
C -5.66678 0.41719 1.38079
S -6.42777 1.57585 2.59157
O -6.14362 1.09515 3.93189
O -7.80587 1.99095 2.14649
C -5.27316 3.03131 2.15236
H -5.21555 2.90649 -0.04421
H -3.64938 3.24409 0.73501
H -3.47617 0.90665 1.25356
H -4.21658 0.83368 -0.20612
H -5.58688 -0.59771 1.77026
H -6.32328 0.26150 0.52472
H -4.41448 2.93420 2.81666
H -5.88430 3.91993 2.31046
C 4.09684 2.24136 -4.75868
C 3.09406 2.48347 -3.59575
C 2.44581 3.87151 -3.82930
S 1.97057 3.70571 -5.61853
O 2.11019 4.95803 -6.28748
O 0.68513 3.03042 -5.55859
C 3.31637 2.53825 -6.04996
H 4.59104 1.27721 -4.87821
H 4.91757 2.93576 -4.57894
H 3.54911 2.35544 -2.61358
H 2.35285 1.68859 -3.67861
H 3.21367 4.64491 -3.81022
H 1.52817 4.07380 -3.27692
H 4.03526 3.01817 -6.71401
H 2.80244 1.72245 -6.55833
C -0.97857 1.07320 5.88738
C -1.14284 -0.39333 6.36655
C -0.59251 -1.31969 5.34170
S -1.11390 -0.50734 3.76223
O -2.52442 -0.71967 3.57870
O -0.16485 -0.96126 2.73345
C -0.73573 1.11159 4.37991
H -0.17310 1.57212 6.42628
H -1.93322 1.56807 6.06582
H -2.17604 -0.66721 6.58006
H -0.55562 -0.51311 7.27700
H -0.89672 -2.36594 5.37172
H 0.49289 -1.22321 5.36801
H -1.25504 1.80016 3.71337
H 0.33768 1.16194 4.19728
C 2.53726 -6.77445 -4.31267
C 4.03355 -6.26981 -4.49517
C 4.29339 -5.00201 -3.64439
S 2.79444 -3.99436 -4.03971
O 2.94485 -3.40707 -5.37879
O 2.47080 -3.04103 -3.00811
C 1.69762 -5.44150 -4.21859
H 2.44944 -7.44074 -3.45451
H 2.37677 -7.46133 -5.14366
H 4.18562 -5.99368 -5.53860
H 4.70544 -7.12397 -4.41121
H 5.10536 -4.41406 -4.07230
H 4.51613 -5.06874 -2.57948
H 1.07657 -5.30699 -5.10419
H 0.90635 -5.37841 -3.47159
C 4.50827 -1.60241 4.20485
C 3.65191 -0.63091 3.30621
O 2.81343 0.29605 3.98461
P 3.43943 1.60870 4.72832
O 4.14792 2.48017 3.70498
O 2.16732 2.26476 5.54904
C 1.68945 3.58410 5.36558
C 1.95807 4.29587 6.69984
O 4.42862 0.98734 5.85546
C 3.95335 0.23114 6.94843
C 4.39354 0.85480 8.22558
H 3.86848 -2.03558 4.97371
H 4.95221 -2.30768 3.50228
H 5.32437 -1.00558 4.61214
H 4.44582 -0.14600 2.73819
H 2.97021 -1.16152 2.64149
H 2.12527 4.05599 4.48496
H 0.61474 3.60274 5.18462
H 1.57195 5.31227 6.62269
H 1.32227 3.76751 7.41025
H 3.01622 4.25193 6.95769
H 2.86367 0.21709 6.97063
H 4.40789 -0.75656 7.02546
H 4.28283 0.08656 8.99086
H 5.43832 1.16518 8.21052
H 3.79679 1.70445 8.55738
C -6.61696 7.31387 4.25009
C -5.22929 7.05267 3.62525
O -4.48565 6.10056 4.34819
P -2.91230 6.10447 4.41489
O -2.42942 5.01918 5.28123
O -2.45409 6.04204 2.84439
C -1.59665 5.05712 2.34482
C -0.15937 5.60153 2.52184
O -2.50347 7.60022 4.85058
C -1.11641 7.90304 5.02006
C -0.84874 8.16252 6.44619
H -7.28799 7.81761 3.55435
H -6.99921 6.41547 4.73473
H -6.31118 7.92209 5.10136
H -5.37740 6.63151 2.63088
H -4.81125 8.05163 3.50112
H -1.73083 4.06761 2.78181
H -1.70385 4.88331 1.27412
H 0.19974 5.30319 3.50679
H 0.46901 5.14182 1.75901
H -0.11177 6.66769 2.30015
H -0.47837 7.09141 4.67041
H -0.81927 8.76713 4.42580
H -1.54890 8.90412 6.83077
H -0.92014 7.30139 7.11059
H 0.18329 8.43188 6.67081
C 5.34266 -1.14455 -3.41227
C 4.47565 -0.59043 -2.26894
O 5.19205 -0.73866 -1.00268
P 6.39476 0.19418 -0.50104
O 6.77085 0.05650 0.91779
O 5.92569 1.71206 -1.05916
C 5.99407 2.75812 -0.12841
C 5.09535 3.91257 -0.42056
O 7.62119 -0.15975 -1.57213
C 8.77470 0.64635 -1.76533
C 9.85527 0.09066 -0.80682
H 5.52484 -2.20443 -3.23456
H 4.81006 -1.11179 -4.36273
H 6.29770 -0.65647 -3.60657
H 4.12667 0.42746 -2.44271
H 3.59453 -1.22943 -2.21058
H 5.71048 2.36778 0.84899
H 7.04606 3.01645 -0.00737
H 4.06627 3.65855 -0.16648
H 5.40252 4.79477 0.14110
H 5.01235 4.27145 -1.44643
H 9.19198 0.45458 -2.75386
H 8.53403 1.70703 -1.69372
H 9.83587 -0.99914 -0.81270
H 10.84241 0.31756 -1.20953
H 9.80581 0.43727 0.22541
C -5.08892 -2.72166 -2.74426
C -4.60922 -1.40771 -3.13640
O -3.14959 -1.19097 -2.95626
P -2.16443 -1.88680 -4.09844
O -2.61887 -1.54990 -5.47415
O -2.32890 -3.46289 -3.67368
C -2.26059 -4.40510 -4.70237
C -2.87988 -5.68274 -4.23985
O -0.64261 -1.46961 -3.62939
C 0.04227 -0.35155 -4.21826
C 0.85243 -0.90912 -5.45093
H -4.30247 -3.20889 -2.16789
H -5.98925 -2.74140 -2.13017
H -5.25943 -3.34127 -3.62466
H -4.97539 -1.28046 -4.15514
H -5.17571 -0.71361 -2.51559
H -2.81718 -3.99330 -5.54423
H -1.21912 -4.45380 -5.02030
H -2.63199 -6.02034 -3.23352
H -3.93313 -5.43080 -4.36341
H -2.45322 -6.44369 -4.89331
H -0.58601 0.46042 -4.58440
H 0.54724 0.06410 -3.34629
H 1.10578 -1.96272 -5.33333
H 0.30537 -0.84015 -6.39117
H 1.73920 -0.30816 -5.65241
C -2.44430 2.72320 -2.87349
C -2.80669 3.96798 -2.02130
O -2.25454 5.22278 -2.53851
P -3.01689 6.13544 -3.66003
O -3.92196 5.32196 -4.50530
O -3.61407 7.42917 -2.84177
C -4.00292 8.64895 -3.43249
C -5.45041 8.86360 -3.07397
O -1.87137 6.78928 -4.56120
C -0.90461 5.94771 -5.21804
C -1.07017 6.13966 -6.71219
H -1.37520 2.62577 -3.06228
H -2.78329 1.74476 -2.53314
H -2.84741 2.85244 -3.87793
H -3.87767 4.03921 -1.83149
H -2.47764 3.81289 -0.99378
H -3.26040 9.38814 -3.13191
H -3.77891 8.54474 -4.49413
H -6.05112 7.99863 -3.35517
H -5.71783 9.08331 -2.04037
H -5.76559 9.75371 -3.61844
H 0.09474 6.19388 -4.85913
H -1.05611 4.88633 -5.02147
H -1.05248 7.20689 -6.93309
H -0.39715 5.49502 -7.27749
H -2.04343 5.74082 -6.99818
C 4.69523 -9.01005 -0.36145
C 4.30427 -7.56776 -0.81389
O 3.02137 -7.22865 -0.29000
P 2.80083 -6.85535 1.30990
O 3.20841 -7.89312 2.27783
O 3.59579 -5.48584 1.44029
C 2.86643 -4.30181 0.99388
C 2.07861 -3.71705 2.16370
O 1.22082 -6.53759 1.39428
C 0.21050 -7.47953 0.99159
C -0.59523 -7.03319 -0.21803
H 5.43865 -9.42723 -1.04071
H 5.11700 -9.08149 0.64110
H 3.88888 -9.74337 -0.34963
H 5.02439 -6.76733 -0.64402
H 4.16233 -7.61170 -1.89371
H 3.66987 -3.66257 0.62788
H 2.22334 -4.58436 0.16038
H 2.81304 -3.27414 2.83640
H 1.41510 -2.94550 1.77309
H 1.53450 -4.45311 2.75553
H 0.75960 -8.41981 0.94217
H -0.37132 -7.57289 1.90857
H -1.06573 -7.90586 -0.67098
H -1.31385 -6.29316 0.13418
H -0.00181 -6.66257 -1.05386
C -1.93009 -2.92641 0.31725
C -3.26234 -3.57964 0.56837
O -3.35956 -4.77426 -0.18782
P -4.69451 -5.62330 -0.33688
O -4.71617 -6.48773 -1.51883
O -5.89489 -4.51041 -0.34775
C -7.22554 -4.86872 -0.05730
C -7.71187 -6.02299 -0.90104
O -4.90459 -6.43102 1.04297
C -4.34909 -7.74521 1.19524
C -5.50583 -8.79246 1.16709
H -1.05626 -3.57408 0.38816
H -1.94954 -2.46998 -0.67239
H -1.81088 -2.09397 1.01075
H -3.24742 -3.72855 1.64805
H -4.07452 -2.88120 0.36675
H -7.31347 -5.16839 0.98701
H -7.89829 -4.01212 -0.01558
H -7.05801 -6.86825 -0.68628
H -8.72898 -6.31146 -0.63579
H -7.52190 -5.86376 -1.96248
H -3.48704 -7.94268 0.55807
H -3.92931 -7.83277 2.19735
H -5.92342 -8.82216 0.16069
H -5.13009 -9.81330 1.23653
H -6.23972 -8.61556 1.95336
*
```

Properties
Frontier orbital gap   0.3717 hartree
Molar mass   1875.957 g mol⁻¹
HOMO energy   -9.88 eV
Energy relative to the best compared isomer or geometry (same formula, charge and spin)   0.0 kcal per mole